This record from the Open Molecules 2025 dataset describes a cluster of 12 separate species, C12H48N24O12 in total at a distorted geometry. The level of theory is ωB97M-V/def2-TZVPD.

The geometry in ORCA input format:
```
! RIJCOSX wB97M-V def2-TZVPD def2/J DEFGRID3
* xyz -1 2
O 9.600 11.099 0.170
O -1.644 10.702 -0.473
O 2.822 15.279 2.455
O 7.458 7.607 -1.828
O 2.230 7.105 -1.447
O 1.246 10.374 1.810
O 4.312 10.477 0.178
O -1.004 6.045 0.920
O 2.818 11.272 -4.506
O 6.554 12.092 -3.300
O 6.383 5.542 1.899
O 4.331 6.951 -6.683
N 2.958 9.224 2.525
N 3.461 5.367 -1.825
N -0.360 8.026 0.129
N 4.219 11.976 -6.070
N 7.424 8.725 -3.692
N 2.999 13.164 1.700
N 7.550 7.274 2.532
N 8.232 12.706 0.563
N 2.444 10.833 -0.955
N 5.764 7.608 1.343
N 1.087 9.171 3.655
N -2.387 11.013 -2.531
N 1.178 13.888 2.429
N 4.206 10.653 -2.110
N 4.397 8.357 -5.049
N 2.909 13.413 -5.190
N 7.388 12.100 -5.291
N -1.877 7.909 1.627
N 4.444 7.315 -1.238
N 7.401 10.918 -0.176
N 6.476 13.896 -4.566
N 7.838 6.594 -3.702
N -0.549 11.977 -1.983
N 2.556 8.302 -6.300
C 3.328 12.176 -5.161
C -1.492 11.172 -1.580
C 6.503 6.724 1.970
C 1.744 9.612 2.639
C 3.759 10.671 -0.890
C -1.082 7.236 0.868
C 2.379 14.198 2.144
C 3.786 7.771 -6.037
C 3.338 6.643 -1.534
C 8.473 11.538 0.167
C 7.587 7.620 -3.011
C 6.825 12.677 -4.332
H 3.525 9.608 1.783
H 0.881 12.923 2.448
H -3.060 10.292 -2.313
H 7.546 9.986 -0.535
H 0.721 14.549 3.041
H 3.887 9.119 -4.625
H 7.272 9.628 -3.266
H 4.639 12.836 -6.395
H 5.164 10.954 -2.216
H 7.698 11.154 -5.118
H 7.636 12.550 -6.160
H 7.740 6.528 -4.705
H 0.354 7.682 -0.497
H 2.602 4.838 -1.794
H 6.434 14.169 -5.538
H 8.090 5.833 -3.087
H -2.500 7.436 2.267
H 2.065 8.979 -5.734
H 2.143 7.941 -7.148
H 7.585 8.670 -4.687
H 5.960 14.369 -3.838
H 5.327 8.072 -4.774
H -2.039 8.859 1.326
H 4.391 4.987 -1.719
H 9.047 13.214 0.874
H 7.360 13.035 0.952
H 3.941 13.097 1.340
H -0.426 9.030 0.210
H 1.835 10.747 -0.153
H 3.317 14.144 -5.754
H 2.583 12.245 1.738
H 1.583 8.497 4.221
H 6.030 8.572 1.197
H 3.233 8.418 3.068
H -0.523 12.305 -2.938
H 8.397 6.852 2.885
H 4.647 11.069 -6.196
H 6.566 11.483 -0.244
H 3.617 10.788 -2.920
H 2.072 11.072 -1.863
H 0.243 12.154 -1.383
H 0.117 9.393 3.825
H -2.346 11.296 -3.500
H 7.564 8.275 2.396
H 2.303 13.757 -4.459
H 5.311 6.797 -1.264
H 4.955 7.182 0.915
H 4.315 8.286 -0.990
*
```

maximum force = 8.6 eV/Å
E_HOMO (alpha / beta) = -0.75 / -7.16 eV
HOMO-LUMO gap (alpha / beta) = 2.928 / 9.233 eV
LUMO (alpha / beta) = 2.175 / 2.073 eV
ΔE to the lowest compared entry with this formula, charge and spin = 0.0 kcal/mol
M = 720.67 g/mol

In elementary charge units, the Mulliken charges are: number 1, O, carries -0.744; number 2, O, carries -0.707; number 3, O, carries -0.734; number 4, O, carries -0.615; number 5, O, carries -0.796; number 6, O, carries -0.774; number 7, O, carries -0.508; number 8, O, carries -0.741; number 9, O, carries 0.012; number 10, O, carries 0.629; number 11, O, carries -0.685; number 12, O, carries -0.686; number 13, N, carries -0.098; number 14, N, carries -0.432; number 15, N, carries 0.076; number 16, N, carries -0.199; number 17, N, carries 0.004; number 18, N, carries -0.067; number 19, N, carries -0.369; number 20, N, carries -0.385; number 21, N, carries -0.053; number 22, N, carries -0.035; number 23, N, carries -0.373; number 24, N, carries -0.483; number 25, N, carries -0.375; number 26, N, carries 0.832; number 27, N, carries 0.282; number 28, N, carries -0.250; number 29, N, carries 0.116; number 30, N, carries -0.297; number 31, N, carries 0.305; number 32, N, carries 0.129; number 33, N, carries -0.326; number 34, N, carries -0.379; number 35, N, carries -0.329; number 36, N, carries -0.294; number 37, C, carries -1.619; number 38, C, carries 0.744; number 39, C, carries 0.635; number 40, C, carries 0.589; number 41, C, carries 0.504; number 42, C, carries 0.610; number 43, C, carries 0.635; number 44, C, carries 0.493; number 45, C, carries 0.570; number 46, C, carries 0.594; number 47, C, carries 0.392; number 48, C, carries -2.925; number 49, H, carries 0.006; number 50, H, carries 0.252; number 51, H, carries 0.235; number 52, H, carries -0.053; number 53, H, carries 0.213; number 54, H, carries -0.106; number 55, H, carries -0.169; number 56, H, carries 0.268; number 57, H, carries -0.174; number 58, H, carries 0.056; number 59, H, carries 0.774; number 60, H, carries 0.180; number 61, H, carries 0.184; number 62, H, carries 0.279; number 63, H, carries 0.674; number 64, H, carries 0.264; number 65, H, carries 0.214; number 66, H, carries 0.162; number 67, H, carries 0.212; number 68, H, carries 0.239; number 69, H, carries 0.290; number 70, H, carries 0.022; number 71, H, carries 0.181; number 72, H, carries 0.157; number 73, H, carries 0.236; number 74, H, carries 0.140; number 75, H, carries 0.000; number 76, H, carries -0.046; number 77, H, carries 0.032; number 78, H, carries 0.493; number 79, H, carries 0.042; number 80, H, carries 0.124; number 81, H, carries 0.034; number 82, H, carries 0.215; number 83, H, carries 0.175; number 84, H, carries 0.207; number 85, H, carries 0.365; number 86, H, carries -0.061; number 87, H, carries -0.246; number 88, H, carries 0.046; number 89, H, carries 0.142; number 90, H, carries 0.280; number 91, H, carries 0.174; number 92, H, carries 0.136; number 93, H, carries 0.330; number 94, H, carries 0.130; number 95, H, carries 0.135; number 96, H, carries -0.317